[1]
Formula: C22H47NO4
Source: OMol25
Level of theory: wB97M-V/def2-TZVPD

Last column: Löwdin charge in e.
Element x y z (Å)
C -2.4831 -0.3662 2.9782  -0.056
C -3.0266 -1.7585 2.4263  -0.223
N -2.0483 -2.8361 2.7165  -0.185
C -2.0903 -3.8080 1.6341  -0.276
C -1.5173 -3.4074 0.3089  -0.091
C -2.5488 -3.4059 3.9224  -0.300
C -1.5094 -4.3126 4.5838  -0.076
H -2.3905 -0.3997 4.0638  0.057
H -3.0313 0.4891 2.5833  0.069
H -1.4291 -0.3112 2.7060  0.044
H -4.0556 -1.9662 2.7200  0.110
H -3.0311 -1.6044 1.3473  0.093
H -1.3264 -4.5503 1.8655  0.107
H -3.0263 -4.3662 1.6157  0.121
H -0.6640 -2.7549 0.4939  0.077
H -1.0866 -4.1810 -0.3267  0.077
H -2.2412 -2.8685 -0.3023  0.064
H -3.4547 -3.9651 3.6886  0.110
H -2.7994 -2.6807 4.6966  0.117
H -1.7934 -4.5893 5.5991  0.070
H -0.5883 -3.7300 4.5972  0.065
H -1.3024 -5.2441 4.0570  0.064
C 2.9316 0.2168 3.6840  -0.142
C 1.8364 -0.7267 4.2598  -0.165
C 1.3944 -1.6749 3.1831  -0.206
O 2.0004 -1.1220 2.0144  -0.152
C 3.2226 -0.4537 2.3705  -0.216
H 3.8470 0.2044 4.2755  0.111
H 2.4798 1.1982 3.5396  0.113
H 0.9515 -0.1815 4.5880  0.102
H 2.1745 -1.2529 5.1525  0.106
H 0.3177 -1.7321 3.0236  0.088
H 1.7888 -2.6699 3.3889  0.115
H 3.5837 0.3198 1.6927  0.094
H 4.0662 -1.1437 2.3884  0.118
C 0.4477 0.4826 -1.7115  -0.141
C 0.9231 1.7122 -2.5181  -0.147
C 0.5621 2.8924 -1.6457  -0.187
O 0.0978 2.3481 -0.4100  -0.121
C 0.4915 1.0398 -0.3148  -0.253
H 1.1447 -0.3137 -1.9726  0.109
H -0.5760 0.1858 -1.9395  0.108
H 0.4163 1.7385 -3.4827  0.108
H 2.0085 1.6588 -2.6027  0.081
H -0.2565 3.4899 -2.0470  0.113
H 1.4386 3.5281 -1.5206  0.105
H -0.2462 0.5072 0.2854  0.118
H 1.4974 1.0105 0.1038  0.110
C -3.1392 2.0240 -4.3470  -0.152
C -4.1214 2.4237 -5.4556  -0.156
C -5.0573 3.3064 -4.6521  -0.203
O -4.6514 3.3567 -3.2816  -0.148
C -3.8103 2.3051 -2.9548  -0.205
H -2.1563 2.4802 -4.4647  0.100
H -3.0726 0.9360 -4.3388  0.098
H -4.5669 1.4976 -5.8190  0.107
H -3.7803 3.0578 -6.2738  0.109
H -6.0856 2.9450 -4.6629  0.115
H -5.0305 4.3292 -5.0280  0.116
H -4.4442 1.4923 -2.6004  0.110
H -3.1353 2.4631 -2.1136  0.114
C 5.1231 1.3393 -1.0155  -0.147
C 4.8888 2.5888 -1.9355  -0.143
C 4.6667 1.8745 -3.2167  -0.253
O 4.0624 0.6568 -2.9195  -0.172
C 4.3676 0.1732 -1.6065  -0.181
H 4.7134 1.4874 -0.0163  0.096
H 6.1882 1.1501 -1.1491  0.113
H 5.7596 3.2442 -1.9498  0.114
H 3.9866 3.1278 -1.6465  0.099
H 5.6143 1.4647 -3.5666  0.121
H 4.1581 2.3947 -4.0284  0.130
H 4.9963 -0.7171 -1.6155  0.119
H 3.4266 -0.0465 -1.1020  0.099

## Properties
Gap between HOMO and LUMO, eV: 9.779
SMILES string: CCN(CC)CC.C1CCOC1.C1CCOC1.C1CCOC1.C1CCOC1
Energy above the lowest of the compared OMol25 structures with the same formula, charge and spin, kJ/mol: 146.54
Energy, eV: -33252.150
Charge: 0


[2]
Formula: C22H48CdN4O8S2
Source: OMol25
Level of theory: wB97M-V/def2-TZVPD

Last column: Löwdin charge in e.
Element x y z (Å)
C -9.6620 1.1801 6.7596  -0.068
C -8.9033 2.1523 5.8481  -0.265
O -9.0243 1.8159 4.4799  -0.155
C -8.1592 0.8218 3.9939  -0.199
C -7.5766 1.2934 2.6668  -0.186
O -6.5458 0.3922 2.3167  -0.145
C -5.8657 0.7686 1.1410  -0.198
C -4.7488 -0.2369 0.9060  -0.177
O -3.6737 0.3427 0.1869  -0.144
C -3.5480 -0.0075 -1.1722  -0.169
C -2.3709 -0.9557 -1.4061  -0.150
O -1.4173 -0.2958 -2.2256  -0.095
C -0.1207 -0.8302 -2.2592  -0.316
C -0.0417 -2.3554 -2.4950  -0.109
C 0.2254 -3.1094 -1.1659  -0.156
C 1.7516 -3.3043 -0.9756  -0.156
C 2.2508 -2.3065 0.0647  -0.179
N 3.7254 -2.2287 0.0774  0.078
C 4.3299 -1.3425 0.9290  -0.427
N 3.8144 -0.2344 1.2946  0.165
N 5.6932 -1.7957 1.2894  -0.017
C 0.6822 0.0085 -3.2624  -0.083
O 1.5128 0.9084 -2.5136  -0.119
C 2.8869 0.9949 -2.8631  -0.576
N 3.1455 1.2810 -4.2399  0.141
C 3.5809 -0.3074 -2.4249  -0.101
C 5.0471 -0.2615 -2.0173  -0.228
C 6.0226 0.4353 -2.9768  -0.204
S 7.3370 1.0655 -1.9430  0.614
O 7.6169 0.0985 -0.9036  -0.325
O 6.9530 2.4173 -1.5919  -0.275
O 8.5837 1.1265 -2.9075  -0.109
C 3.3725 2.2610 -2.0788  -0.315
S 3.6461 2.2225 -0.3365  1.207
C 2.3009 1.4207 0.4334  -0.468
C 2.0200 2.0971 1.7883  -0.101
H -9.0081 0.4236 7.1964  0.069
H -10.1509 1.7275 7.5705  0.073
H -10.4422 0.6772 6.1868  0.080
H -9.3146 3.1589 5.9459  0.117
H -7.8408 2.1972 6.1258  0.114
H -7.3521 0.5814 4.6956  0.129
H -8.7262 -0.1031 3.8191  0.132
H -8.3554 1.3027 1.8961  0.133
H -7.1787 2.3093 2.7747  0.132
H -5.4322 1.7717 1.2375  0.131
H -6.5692 0.7787 0.2963  0.133
H -5.1261 -1.1205 0.3810  0.128
H -4.3750 -0.5583 1.8821  0.130
H -3.3532 0.9033 -1.7435  0.133
H -4.4781 -0.4429 -1.5510  0.130
H -1.9389 -1.2005 -0.4260  0.129
H -2.7055 -1.8778 -1.8977  0.130
H 0.3693 -0.6327 -1.2915  0.124
H -0.9076 -2.7318 -3.0493  0.129
H 0.8195 -2.5474 -3.1424  0.100
H -0.1234 -2.4657 -0.3489  0.095
H -0.3229 -4.0507 -1.0827  0.124
H 2.2662 -3.0585 -1.9079  0.101
H 2.0101 -4.3381 -0.7220  0.125
H 1.8622 -2.4864 1.0707  0.146
H 1.9087 -1.3228 -0.2630  0.074
H 4.1702 -3.1351 0.0618  0.152
H 4.3792 0.3370 1.9117  0.129
H 5.6800 -2.1163 2.2537  -0.055
H 6.3303 -1.0110 1.2016  -0.063
H 1.2999 -0.6449 -3.8823  0.117
H 0.0041 0.5784 -3.9035  0.148
H 3.2111 0.4666 -4.8295  0.104
H 2.4972 1.9506 -4.6303  0.120
H 3.4431 -1.0365 -3.2350  0.138
H 3.0058 -0.6772 -1.5741  0.083
H 5.1281 0.1809 -1.0122  0.053
H 5.4014 -1.2899 -1.8914  0.123
H 5.6076 1.3168 -3.4618  0.092
H 6.4075 -0.2620 -3.7263  0.123
H 8.4145 0.7283 -3.7633  0.100
H 2.5961 3.0212 -2.2536  0.129
H 4.3119 2.6462 -2.4749  0.084
H 2.6553 0.3785 0.6401  0.034
H 1.4372 1.4057 -0.2348  0.113
H 1.3721 2.9648 1.6356  0.102
H 2.9314 2.4725 2.2596  0.076
H 1.5390 1.3806 2.4518  0.095
Cd 7.8010 -2.0824 2.3877  0.978

## Properties
Gap between HOMO and LUMO, eV: 1.032
Energy above the lowest of the compared OMol25 structures with the same formula, charge and spin, kJ/mol: 46.65
Energy, eV: -72144.078
Charge: +2


[3]
Formula: C22H48Cl2N2O10S
Source: OMol25
Level of theory: wB97M-V/def2-TZVPD

Last column: Löwdin charge in e.
Element x y z (Å)
C -4.9461 -0.2620 4.8703  -0.112
C -5.1324 -1.8558 4.9836  -0.639
Cl -6.0676 -2.1743 6.5589  0.626
C -3.7553 -2.7005 5.0209  -0.595
Cl -3.0798 -2.6969 6.7169  0.736
N -2.8219 -2.1749 3.9766  -0.080
C -1.5893 -1.4829 4.2146  0.059
C -0.6614 -0.9083 3.0858  0.077
C -1.1218 -1.0907 1.6202  -0.098
C -0.3501 -0.5443 0.3488  -0.092
C 0.1956 -1.3944 -0.8288  0.085
C 0.9000 -0.6614 -2.0077  0.088
N 1.0598 0.7765 -2.0830  -0.105
C 1.7236 1.4402 -3.2666  -0.162
S 0.4913 1.8306 -4.6343  0.799
O 1.0746 2.8904 -5.5484  -0.362
O 0.2398 0.5867 -5.4661  -0.367
C 0.5768 1.5895 -0.9961  0.060
C -0.1442 1.0096 0.2509  0.100
C -2.4531 -1.8746 1.3614  0.083
C -3.2407 -2.3743 2.5859  0.066
H -3.8797 0.0862 4.6607  0.071
H -5.6521 0.0920 4.0307  0.102
H -5.2717 0.2685 5.8437  0.095
H -5.7181 -2.1973 4.0606  0.112
H -4.0014 -3.7893 4.7209  0.153
H -1.2176 -1.3103 5.2858  0.136
H 0.3164 -0.3560 3.3297  0.143
H 0.0632 -2.5310 -0.7733  0.142
H 1.2872 -1.3080 -2.8663  0.165
H 2.1926 2.4362 -2.9599  0.143
H 2.5730 0.7995 -3.7017  0.146
H -0.7450 2.2596 -4.1554  0.111
H 0.7293 2.7160 -1.0485  0.148
H -0.5151 1.7470 1.0359  0.111
H -2.8108 -2.0423 0.2859  0.138
H -4.2212 -2.9404 2.3958  0.157
C -8.9160 -1.3302 9.3347  -0.154
O -8.0779 -0.4247 8.6293  -0.152
H -9.8565 -0.8308 9.5665  0.084
H -9.1164 -2.2075 8.7141  0.073
H -8.4299 -1.6343 10.2650  0.080
H -7.2540 -0.8888 8.4361  -0.004
C 4.0549 0.8451 -6.3861  -0.165
O 3.3332 1.5419 -7.3881  -0.118
H 5.0371 0.5813 -6.7762  0.080
H 4.1747 1.4871 -5.5067  0.071
H 3.5165 -0.0674 -6.1139  0.071
H 2.4676 1.7627 -7.0142  0.040
C 6.9700 -1.5026 -4.8036  -0.152
O 5.6849 -1.6819 -5.3842  -0.151
H 6.8500 -1.2963 -3.7397  0.075
H 7.5618 -2.4120 -4.9306  0.082
H 7.4757 -0.6593 -5.2803  0.080
H 5.8199 -1.8627 -6.3236  0.083
C 1.0432 4.6543 2.0626  -0.138
O 0.2604 3.5675 2.5442  -0.158
H 1.1444 4.5637 0.9804  0.066
H 0.5487 5.5982 2.3008  0.090
H 2.0340 4.6265 2.5213  0.087
H 0.1868 3.6722 3.5018  0.085
C 3.0420 -2.8908 2.6239  -0.132
O 2.3147 -2.1865 1.6225  -0.148
H 4.0230 -3.1515 2.2279  0.091
H 3.1651 -2.2563 3.5049  0.081
H 2.5071 -3.8043 2.8939  0.083
H 1.4530 -1.9686 1.9984  0.013
C 3.7140 0.3767 -10.6637  -0.165
O 2.9301 -0.7004 -10.1735  -0.131
H 3.8148 0.2759 -11.7445  0.081
H 3.2204 1.3237 -10.4326  0.072
H 4.7049 0.3486 -10.2032  0.073
H 2.8574 -0.5857 -9.2172  0.054
C -0.0397 -2.5738 9.3000  -0.144
O -1.0052 -1.7137 8.7069  -0.171
H 0.3514 -2.0966 10.1982  0.088
H -0.5083 -3.5230 9.5704  0.082
H 0.7797 -2.7486 8.5981  0.075
H -1.3362 -2.1566 7.9155  -0.071
C 0.7846 5.4548 -8.0967  -0.157
O -0.2821 5.5279 -7.1632  -0.135
H 0.7146 6.3020 -8.7789  0.084
H 1.7395 5.4948 -7.5664  0.075
H 0.7108 4.5246 -8.6657  0.078
H -0.1955 4.7670 -6.5727  0.034

## Properties
Gap between HOMO and LUMO, eV: 3.979
Energy above the lowest of the compared OMol25 structures with the same formula, charge and spin, kJ/mol: 809.28
Energy, eV: -82898.628
Charge: +2


[4]
Formula: C22H48N8O6
Source: OMol25
Level of theory: wB97M-V/def2-TZVPD

Last column: Löwdin charge in e.
Element x y z (Å)
C 5.2552 0.2036 0.3720  -0.347
O 6.2005 0.9306 0.1380  -0.008
N 4.0584 0.7249 0.6895  -0.079
C 2.9191 -0.1109 1.0216  -0.099
C 3.7980 2.2107 0.6547  0.011
H 5.2532 -0.8829 0.1939  0.134
H 2.3990 0.1098 1.9537  0.082
H 3.0765 -1.1806 1.1597  0.111
H 2.1956 -0.0455 0.2090  -0.033
H 3.1526 2.2579 -0.2225  0.069
H 3.2084 2.5271 1.5152  0.073
H 4.7317 2.7705 0.6011  0.106
C 0.7787 2.1687 3.0549  -0.237
O 1.8599 1.5507 3.1388  0.003
N 0.2236 2.6812 1.9119  -0.174
C -1.0049 3.4114 1.7791  -0.069
C 1.1390 2.8909 0.7660  -0.092
H 0.1203 2.3301 3.9225  0.147
H -1.5924 3.1007 0.9151  0.073
H -0.8922 4.4893 1.6634  0.105
H -1.6222 3.1388 2.6351  0.109
H 1.9067 2.1179 0.7984  0.024
H 0.6105 2.8658 -0.1870  0.074
H 1.6509 3.8471 0.8749  0.135
C -1.5453 -2.6003 1.4914  -0.257
O -1.0781 -2.0280 0.4640  -0.156
N -1.5036 -3.9226 1.7457  -0.166
C -1.7372 -4.5119 3.0161  -0.039
C -0.8320 -4.7416 0.7031  0.045
H -2.0906 -2.1534 2.3370  0.189
H -1.0197 -5.3109 3.2027  0.106
H -2.6961 -5.0294 3.0447  0.105
H -1.7803 -3.8964 3.9147  0.108
H -0.9644 -5.7959 0.9458  0.117
H -1.0575 -4.3068 -0.2707  0.001
H 0.2111 -4.4987 0.9057  0.113
C -0.9395 -0.8953 -0.8706  -0.472
O -1.8664 -0.6809 -1.6896  0.001
N -0.6476 0.0353 0.0439  -0.034
C 0.4248 -0.2375 1.0358  -0.097
C -1.2844 1.2852 0.2714  -0.088
H -0.3719 -1.8201 -0.6841  0.130
H 1.2713 0.4472 0.9832  -0.013
H 0.9143 -1.2104 0.9914  0.117
H 0.0570 -0.0592 2.0462  0.107
H -1.8353 1.6408 -0.5993  0.002
H -1.9730 1.3468 1.1141  0.117
H -0.5210 1.9669 0.6463  0.023
C 1.4626 1.5863 -1.1919  -0.227
O 1.5222 0.8600 -0.1587  -0.245
N 1.2111 1.0762 -2.3981  -0.168
C 1.0558 1.9799 -3.5282  -0.007
C 0.9541 -0.3296 -2.6105  0.008
H 1.4797 2.6867 -1.1615  0.145
H 0.0355 2.3583 -3.5910  0.064
H 1.3334 1.4661 -4.4486  0.115
H 1.6407 2.8827 -3.3521  0.109
H 1.9037 -0.6713 -3.0225  0.123
H 0.7349 -0.9371 -1.7325  0.093
H 0.0715 -0.4003 -3.2462  0.061
C -1.9437 0.3319 -3.8863  -0.381
O -2.7402 -0.2905 -4.5406  0.046
N -2.1402 1.5247 -3.2890  -0.140
C -1.2863 1.8673 -2.1414  -0.090
C -3.2503 2.4082 -3.6706  -0.015
H -1.0529 -0.2089 -3.5309  0.075
H -2.0339 1.9629 -1.3540  0.060
H -0.9057 2.8792 -2.2803  0.114
H -0.4131 1.2288 -2.0072  0.055
H -3.0110 3.4695 -3.7388  0.082
H -3.6982 2.0785 -4.6080  0.091
H -3.9679 2.3206 -2.8548  0.092
C -2.0285 -3.0178 -1.1744  -0.056
C -3.4611 -2.8861 -0.7426  -0.179
N -4.6117 -2.8357 -0.4879  0.124
H -1.4118 -2.2512 -0.7052  -0.080
H -1.8623 -2.9514 -2.2496  0.130
H -1.5158 -3.8340 -0.6653  -0.013
C 0.1435 -2.0336 2.8601  -0.090
C 0.3232 -1.6604 4.3383  -0.187
N 0.4904 -1.3946 5.4588  0.113
H 1.0836 -2.4557 2.5051  0.116
H -0.0251 -1.1834 2.1991  -0.016
H -0.6473 -2.7565 2.6596  -0.001

## Properties
Gap between HOMO and LUMO, eV: 8.279
Energy, eV: -47763.895
Charge: 0


Q: Which of these has the highest energy?
A: C22H47NO4


Q: The lowest energy belongs to which entry?
A: C22H48Cl2N2O10S